Entry 1:
Here is a molecular structure, C28H47Br2F9GeO10S3SeSiSn from the Open Molecules 2025 dataset. Energies are from the ωB97M-V functional and the def2-TZVPD basis.

## Properties
energy above the lowest of the compared OMol25 structures with the same formula, charge and spin: 58.7 kJ/mol
Kohn-Sham gap: 6.61 eV
total energy: -382904.9875 eV
HOMO: -2.749 eV

ORCA input file:
```
! RIJCOSX wB97M-V def2-TZVPD def2/J DEFGRID3
* xyz -2 1
Sn -0.87112 -1.57863 -0.36062
Br -5.16237 2.47694 1.61096
C -4.26287 1.73818 0.05187
Br -4.54176 -0.14272 -0.15103
H -3.19941 1.91464 0.15353
H -4.64466 2.24373 -0.82463
C 1.92372 2.82639 0.95471
C 2.27989 1.92924 -0.22897
C 2.97638 0.66911 0.26991
C 3.17334 2.67780 -1.21557
O 1.07402 1.48630 -0.84137
Si 0.06041 2.23629 -1.91433
S -1.72173 1.26333 -2.03252
O 0.02610 3.81722 -1.36542
C -0.83974 4.87892 -1.73304
C -2.14128 4.76497 -0.94171
C -1.13118 4.87045 -3.23300
C -0.10465 6.16190 -1.35270
O 0.88289 2.44173 -3.35076
C 1.14213 1.49101 -4.38152
C 1.47112 0.11795 -3.80616
C -0.07428 1.40402 -5.30004
C 2.34065 2.04207 -5.15035
H 2.81713 3.09699 1.52502
H 1.24278 2.27221 1.60144
H 1.42535 3.73161 0.60943
H 3.90958 0.91996 0.78395
H 3.19947 -0.00034 -0.56239
H 2.31815 0.13033 0.95352
H 4.09819 2.98048 -0.71594
H 2.66897 3.56484 -1.60004
H 3.42627 2.03564 -2.06050
H -2.63975 3.83324 -1.20845
H -2.80468 5.60732 -1.15764
H -1.92564 4.75210 0.12931
H -1.66014 3.95604 -3.50814
H -0.19745 4.90655 -3.79583
H -1.74944 5.73216 -3.50075
H 0.13003 6.15088 -0.28642
H -0.71522 7.04202 -1.57070
H 0.83093 6.23157 -1.91109
H 0.61586 -0.29703 -3.27288
H 2.31479 0.18152 -3.11609
H 1.72611 -0.57869 -4.60822
H -0.93597 1.04435 -4.73803
H 0.12075 0.72051 -6.13077
H -0.30529 2.39421 -5.70205
H 3.20765 2.11594 -4.49085
H 2.11102 3.04000 -5.53070
H 2.59248 1.39120 -5.99129
O -2.44135 -3.27895 -3.96743
S -1.65518 -3.16711 -2.77006
O -2.41660 -2.63536 -1.58863
O -0.41075 -2.40965 -2.86189
C -1.19693 -4.79910 -2.27847
C -1.59317 -5.89361 -3.02859
C -1.22693 -7.17450 -2.64548
C -0.46779 -7.34213 -1.49327
C -0.08158 -6.25555 -0.72968
C -0.43666 -4.95735 -1.11136
S 1.69729 -3.82223 0.48923
O -0.09408 -3.90186 -0.37154
O 2.54398 -4.35168 -0.55924
O 1.63682 -2.36548 0.56085
H -2.18800 -5.71457 -3.91459
H -1.53254 -8.03019 -3.23422
H -0.17865 -8.33807 -1.17710
H 0.49249 -6.39204 0.17664
C 2.67634 -1.39648 4.12576
Ge 2.43196 0.43011 4.77185
C 3.91853 1.54081 4.14044
C 2.43509 0.41600 6.73739
C 0.73524 1.22235 4.15714
Se -0.14914 -0.08880 3.01952
C -1.61606 1.01807 2.39298
H 3.63872 -1.78004 4.47094
H 2.64999 -1.43763 3.03572
H 1.88683 -2.05019 4.49888
H 4.87010 1.17938 4.53479
H 3.78609 2.58002 4.44617
H 3.95911 1.50513 3.05180
H 3.35844 -0.01872 7.12425
H 1.59577 -0.17747 7.10335
H 2.33777 1.42881 7.13223
H 0.94617 2.13223 3.59551
H 0.09652 1.47220 5.00531
H -1.23793 1.81285 1.75001
H -2.16997 1.42697 3.23591
H -2.26732 0.35328 1.82689
F -3.94655 -1.38469 2.85936
C -3.34843 -2.47053 3.34502
F -4.31323 -3.23520 3.90139
F -2.54956 -2.07308 4.34617
C -2.52996 -3.20870 2.22283
O -1.87468 -2.31539 1.47296
C -3.53382 -4.07095 1.39110
F -2.97209 -4.56514 0.29802
F -4.02227 -5.12190 2.09067
F -4.58549 -3.32648 1.01373
C -1.52330 -4.18088 2.93341
F -1.12912 -5.16874 2.11734
F -0.43137 -3.52862 3.32598
F -2.05025 -4.77561 4.02892
*
```

These are the Löwdin partial charges, in e, on atoms 1 to 6: 1.382, 0.512, -1.120, 0.653, -0.081, -0.009

Entry 2:
Here is a molecular structure, C46H58BrO8S4SeW in a non-equilibrium geometry from the Open Molecules 2025 dataset. Energies are from the ωB97M-V functional and the def2-TZVPD basis.

## Properties
energy above the lowest of the compared OMol25 structures with the same formula, charge and spin: 150.0 kJ/mol
Kohn-Sham gap: 5.79 eV
total energy: -245581.7901 eV
HOMO: -4.433 eV

ORCA input file:
```
! RIJCOSX wB97M-V def2-TZVPD def2/J DEFGRID3
* xyz -1 1
W 0.46674 1.12592 -2.71049
C 2.34500 3.75780 -0.88594
O 1.25514 2.80161 -0.95080
C 0.80069 2.50184 0.33370
C 1.56978 1.70964 1.18690
C 2.97154 1.20162 0.91232
C 3.32757 0.15767 -0.13800
C 4.62707 -0.35873 -0.06962
C 5.03774 -1.46873 -0.78964
C 4.08068 -2.12641 -1.57045
C 2.79653 -1.63801 -1.69791
C 1.68642 -2.38469 -2.40303
C 0.49652 -2.53118 -1.47493
C 0.64168 -3.34409 -0.35504
C -0.32349 -3.41859 0.63721
C -1.47153 -2.65051 0.46535
C -1.66722 -1.82327 -0.63398
C -2.97506 -1.07588 -0.71904
C -3.11060 0.44368 -0.81845
C -4.42750 0.87331 -0.62455
C -4.79477 2.19785 -0.45055
C -3.75822 3.12569 -0.38838
C -2.44617 2.75445 -0.60918
C -1.31130 3.69812 -0.31019
C -0.42750 3.01415 0.70755
C -0.91500 2.72329 1.97648
C -0.20710 1.92210 2.85907
C 1.03518 1.44697 2.44326
C -0.73838 1.55391 4.24350
C 0.11036 2.25863 5.31072
C -0.65627 0.03486 4.45150
C -2.19943 1.97051 4.42374
C -2.12573 1.42868 -0.94664
O -0.83279 1.16602 -1.24411
C -6.26628 2.57656 -0.29714
C -6.90100 1.78992 0.85827
C -7.00340 2.24198 -1.60138
C -6.44802 4.06727 -0.00955
C -0.67635 -1.79625 -1.60861
O -0.80005 -0.96282 -2.70645
C -1.99135 -1.10750 -3.50873
C -0.16897 -4.28339 1.88634
C -0.34614 -3.41628 3.14105
C 1.20858 -4.94397 1.96253
C -1.23851 -5.38390 1.87156
C 2.46360 -0.44019 -1.04640
O 1.23288 0.05036 -1.27618
C 6.46374 -2.01430 -0.73299
C 7.36342 -1.19710 0.19487
C 6.45022 -3.46244 -0.22330
C 7.06844 -1.98019 -2.14406
H 2.15651 4.42346 -0.04560
H 2.34588 4.33781 -1.79892
H 3.29035 3.23521 -0.76534
H 3.27557 0.72778 1.84925
H 3.65080 2.05332 0.80903
H 5.31628 0.12829 0.61056
H 4.33646 -3.04506 -2.08758
H 2.05430 -3.37984 -2.66245
H 1.39262 -1.90977 -3.33544
H 1.57440 -3.88654 -0.25987
H -2.24757 -2.67203 1.22248
H -3.49516 -1.32000 0.20956
H -3.59113 -1.52472 -1.50381
H -5.19161 0.10259 -0.58134
H -3.95410 4.16392 -0.15234
H -1.71731 4.62625 0.09764
H -0.74597 3.96485 -1.20005
H -1.90185 3.09094 2.22871
H 1.61768 0.82812 3.11656
H 1.15668 1.95601 5.23897
H -0.24960 2.01008 6.31305
H 0.06515 3.34219 5.18605
H 0.37359 -0.32368 4.44480
H -1.20067 -0.49397 3.66629
H -1.09333 -0.23462 5.41640
H -2.31956 3.05483 4.38431
H -2.55837 1.63337 5.39852
H -2.83708 1.52851 3.65520
H -6.86485 0.71424 0.68259
H -7.95009 2.07356 0.97753
H -6.38020 1.99525 1.79598
H -6.94021 1.17591 -1.82548
H -6.56528 2.78524 -2.44050
H -8.06007 2.51349 -1.52513
H -5.94649 4.36252 0.91447
H -7.51153 4.29091 0.10004
H -6.05871 4.68362 -0.82187
H -2.29726 -2.15225 -3.48881
H -1.74073 -0.81756 -4.52106
H -2.77771 -0.45017 -3.14651
H 0.37902 -2.60001 3.15152
H -0.19926 -4.02049 4.04006
H -1.34338 -2.97803 3.19447
H 2.00879 -4.20097 1.95742
H 1.37379 -5.62977 1.12921
H 1.28709 -5.51887 2.88766
H -2.24239 -4.95595 1.87115
H -1.14087 -6.02381 2.75288
H -1.13888 -6.00624 0.98021
H 6.99217 -1.20013 1.22184
H 7.44660 -0.16026 -0.13726
H 8.36704 -1.62756 0.20160
H 6.04479 -3.51197 0.78953
H 7.46542 -3.86789 -0.20787
H 5.84307 -4.10693 -0.85958
H 7.04112 -0.96834 -2.55185
H 6.51802 -2.62860 -2.82708
H 8.10861 -2.31667 -2.12072
S 0.33751 5.75916 -2.75363
S 1.51669 4.89761 -4.11716
S 1.55041 2.75739 -4.25008
S 2.82097 1.70638 -3.07332
Br -1.49328 2.31105 -3.84403
O 1.95226 -0.49715 -6.53429
Se 0.52790 -0.82030 -5.91479
O 0.29500 -2.28045 -5.32377
O 0.74843 0.19099 -4.23247
O -0.74787 -0.08019 -6.50578
*
```

These are the Löwdin partial charges, in e, on atoms 1 to 6: 1.397, -0.119, -0.295, -0.216, -0.103, -0.061

Entry 3:
Here is 2 unconnected molecules or ions with the total composition CH6N2O in a non-equilibrium geometry from the Open Molecules 2025 dataset. Energies are from the ωB97M-V functional and the def2-TZVPD basis.

## Properties
energy above the lowest of the compared OMol25 structures with the same formula, charge and spin: 127.7 kJ/mol
Kohn-Sham gap: 10.36 eV
SMILES string: [H]/N=C\N.O
total energy: -6161.1725 eV
HOMO: -9.529 eV

ORCA input file:
```
! RIJCOSX wB97M-V def2-TZVPD def2/J DEFGRID3
* xyz 0 1
H 0.37154 1.27438 1.62881
N 0.65332 1.32644 0.64786
C 0.98661 0.18436 0.20132
N 0.48625 -1.05806 0.64322
H 1.76571 0.08028 -0.53787
H -0.31671 -1.07786 1.25665
H 0.25634 -1.67279 -0.14684
O -1.79439 0.27463 -1.02335
H -0.89080 0.50508 -0.72149
H -1.51788 0.16354 -1.94830
*
```

These are the Löwdin partial charges, in e, on atoms 1 to 6: 0.057, 0.060, -0.385, 0.049, 0.109, 0.086

Entry 4:
Here is a molecular structure, C19H40P2Re in a non-equilibrium geometry from the Open Molecules 2025 dataset. Energies are from the ωB97M-V functional and the def2-TZVPD basis.

## Properties
energy above the lowest of the compared OMol25 structures with the same formula, charge and spin: 1219.3 kJ/mol
Kohn-Sham gap (alpha / beta): 5.37 / 6.51 eV
total energy: -41025.6658 eV
<S²>: 3.8162
HOMO (alpha / beta): -14.028 / -15.311 eV

ORCA input file:
```
! RIJCOSX wB97M-V def2-TZVPD def2/J DEFGRID3
* xyz 2 4
P -0.25602 -2.35088 -1.32771
P -0.48889 1.64366 -1.72171
C -0.82034 -1.13727 -2.64730
C 0.10901 0.05014 -2.74410
H -1.81719 -0.87353 -2.30671
H -0.99913 -1.63495 -3.61016
H 1.16062 -0.24518 -2.51549
H 0.06157 0.33415 -3.81397
C -1.70936 2.38318 -2.92474
H -1.85547 3.43308 -2.63923
H -2.65394 1.82677 -2.83390
H -1.32195 2.32003 -3.94663
C 0.94009 2.45637 -3.02949
H 0.60096 2.30430 -4.06714
H 1.91171 1.96777 -2.89263
H 1.09205 3.54254 -2.86115
C -1.72640 -3.38113 -1.57230
H -1.67759 -4.18354 -0.84089
H -1.78427 -3.79153 -2.57661
H -2.57420 -2.73011 -1.39504
C 0.58195 -3.23031 -2.99219
H 1.18438 -2.49602 -3.52460
H -0.22579 -3.50960 -3.67718
H 1.11985 -4.15625 -2.78431
Re -1.32937 -1.17386 1.35108
C 1.58361 2.85511 0.02652
C 0.55453 3.15757 -0.76323
C -2.01547 1.30346 -0.63315
C -1.75537 -0.01198 -0.04087
C 2.79803 -1.71072 -1.33880
C 3.36411 -0.52710 -1.15622
C 3.13435 0.88032 -0.63678
C 1.92956 1.32040 0.24284
C -0.05838 -2.48074 2.44615
H 2.13443 3.51219 0.69804
H -0.10341 3.90711 -0.28288
H -3.06542 1.23288 -0.98104
H -2.03525 2.05765 0.14784
H -2.88441 -1.16719 1.89116
H -1.00066 -0.53779 -0.73523
H 2.18204 -2.15616 -0.44946
H 4.40322 -0.66348 -1.51803
H 3.14280 1.61788 -1.46819
H 4.11958 1.13739 -0.18497
H 1.03022 0.68349 0.02628
H 2.19719 1.15953 1.30728
H 0.92341 -1.99158 2.64391
H 0.02481 -3.37271 1.79349
H -0.57604 -2.77078 3.38286
C -1.72237 0.17428 5.40687
C -0.65400 0.61546 4.42892
C 0.70191 0.15174 4.92492
C -0.89328 0.30941 2.80558
H -1.80471 -0.90559 5.53624
H -2.70657 0.58941 5.19557
H -1.45705 0.56458 6.39859
H -0.63463 1.72699 4.53039
H 0.86272 -0.92518 4.89545
H 1.51858 0.63212 4.38747
H 0.87210 0.40714 5.97635
H 0.01303 0.78456 2.40029
H -1.64549 1.07252 2.58993
*
```

These are the Löwdin partial charges, in e, on atoms 1 to 6: 0.898, 1.007, -0.444, -0.263, 0.064, 0.107

Entry 5:
Here is 2 unconnected molecules or ions with the total composition C6H8NO2 in a non-equilibrium geometry from the Open Molecules 2025 dataset. Energies are from the ωB97M-V functional and the def2-TZVPD basis.

## Properties
energy above the lowest of the compared OMol25 structures with the same formula, charge and spin: 524.5 kJ/mol
Kohn-Sham gap (alpha / beta): 7.10 / 6.92 eV
total energy: -11932.2519 eV
HOMO (alpha / beta): -3.843 / -3.471 eV

ORCA input file:
```
! RIJCOSX wB97M-V def2-TZVPD def2/J DEFGRID3
* xyz -1 1
C 3.79680 0.13268 0.21624
C -2.93854 0.10852 0.49862
C -1.88682 0.68226 -0.47788
C -2.03816 -1.08284 0.69585
C 0.22362 -0.93294 -0.50080
C -1.02643 -0.49354 0.03677
N 2.96868 -0.76807 0.08167
O 5.00908 -0.04172 0.48678
O 3.34641 1.47903 0.20461
H -3.11036 0.72794 1.32043
H -3.80158 -0.02649 -0.14184
H -2.14241 0.64889 -1.59648
H -1.41048 1.78810 -0.09087
H -2.33043 -2.05183 1.08411
H 4.03527 1.96931 -0.24567
H 0.91533 -1.60308 -0.00972
H 0.39003 -0.53621 -1.56181
*
```

These are the Löwdin partial charges, in e, on atoms 1 to 6: -0.916, -0.226, -0.162, -0.055, 0.061, -0.362

Entry 6:
Here is a gas-phase ion, C10H12N3O (charge +1) in a non-equilibrium geometry from the Open Molecules 2025 dataset. Energies are from the ωB97M-V functional and the def2-TZVPD basis.

## Properties
energy above the lowest of the compared OMol25 structures with the same formula, charge and spin: 626.5 kJ/mol
Kohn-Sham gap (alpha / beta): 7.63 / 7.58 eV
total energy: -17069.9342 eV
HOMO (alpha / beta): -11.232 / -11.269 eV

ORCA input file:
```
! RIJCOSX wB97M-V def2-TZVPD def2/J DEFGRID3
* xyz 1 1
C -1.17273 2.18832 -0.66758
C 0.06725 2.39626 -0.35391
C -2.70979 -1.50501 0.66437
C -1.71738 0.85371 -0.38439
C -0.90781 -0.01952 0.24992
C 1.03645 -1.19012 -0.45264
C -3.09080 0.39302 -0.63815
C 1.08584 1.19507 -0.25868
C 1.40474 0.73582 -1.61689
C 0.56718 -2.57700 -0.40393
N -3.51882 -0.78359 0.11259
N 0.49214 -0.05183 0.35358
N 1.54355 -0.61093 -1.54773
O -1.34013 -1.25403 0.71304
H -1.82158 3.04927 -0.80873
H 0.49721 3.35883 -0.38987
H -3.21334 -2.40306 1.25851
H -3.94576 1.12429 -0.34222
H -3.28052 0.17798 -1.75518
H 2.04164 1.31863 0.12397
H 1.86799 1.53990 -2.25637
H 0.63217 -3.16538 0.43213
H 1.23927 -2.97843 -1.22190
H -0.56458 -2.62749 -0.72973
H 0.72490 -0.27924 1.38627
H 1.78734 -1.30792 -2.26780
*
```

These are the Löwdin partial charges, in e, on atoms 1 to 6: -0.013, 0.000, -0.186, -0.099, -0.190, -0.256